Below is a single C18H17N3S molecule, with properties calculated with wB97M-V/def2-TZVPD.

E   -1258.10828 a.u.
HOMO   -7.755 eV
M   307.4 g mol⁻¹
Kohn-Sham gap   7.79 eV
Spin multiplicity   1
Charge   0
ΔE to the lowest compared entry with this formula, charge and spin   310.8 kcal per mole

Cartesian coordinates (Å):
C: -3.56419 -2.78292 0.30049
C: -3.29982 -1.31434 0.03079
C: -4.47281 -0.69808 -0.52464
C: -4.28907 0.70749 -0.79728
C: -3.12220 1.29325 -0.46657
C: -2.94625 2.90356 -0.49518
C: -2.14208 0.69959 0.37278
N: -1.07678 1.48754 0.99951
C: 0.19691 1.00521 0.86357
S: 1.23090 1.72427 1.94153
N: 0.49740 -0.03326 0.29869
C: 1.86392 -0.79453 0.22616
C: 1.87250 -2.02353 0.55748
C: 3.24999 -2.52108 0.45491
C: 4.27123 -1.89647 0.38277
C: 4.20367 -0.58634 -0.18128
C: 5.28950 0.26072 -0.25521
N: 5.38712 1.52306 -0.73959
C: 4.14272 2.07342 -0.73422
C: 3.00703 1.59671 -0.85809
C: 3.08535 0.11273 -0.17580
C: -2.20853 -0.54735 0.55473
H: -3.00849 -3.13218 0.89222
H: -3.27491 -3.28902 -0.41029
H: -4.67857 -2.99449 0.38865
H: -5.25766 -1.05033 -1.24707
H: -5.02873 1.37527 -1.49944
H: -2.04241 3.38871 -0.82217
H: -3.81408 3.42881 -1.30154
H: -3.11569 3.28375 0.35017
H: -1.31404 2.20863 1.43742
H: -0.16093 -0.49292 -0.21349
H: 0.97603 -2.54645 0.57675
H: 3.18300 -3.56647 0.72262
H: 5.29563 -2.47285 0.39028
H: 6.30216 -0.34121 -0.23460
H: 4.29053 3.20896 -1.28517
H: 2.09492 1.78224 -0.73495
H: -1.62330 -0.98009 1.23504